[1]
# C23H37N3O4

One molecule with the formula C23H37N3O4 at a distorted geometry (wB97M-V/def2-TZVPD, the Open Molecules 2025 dataset).

Computed properties:
**HOMO level**: -9.61 eV
**E_tot**: -1363.15019 a.u.
**SMILES**: C#CC[C@]1(CCN)[C@@](CCOC(C)=O)(CC(C)C)C(=O)N[C@]1(CCCCC)OC#N
**Orbital gap**: 9.809 eV

Structure (XYZ):
```
67
C23H37N3O4 wB97M-V/def2-TZVPD
C 2.23149 1.82025 -2.93790
C 1.96604 1.07185 -1.75360
C 1.72239 0.30687 -0.31868
C 0.11515 -0.05502 -0.01444
C -0.10245 -1.22412 -1.12941
C -1.45356 -2.09843 -1.14638
N -2.29642 -2.18525 0.08566
C -0.92632 1.26264 0.01614
C -0.07252 2.54586 0.67223
C -0.93550 3.72572 1.36508
O -1.08455 4.96398 0.52739
C 0.19627 5.65233 0.35517
C 1.18710 6.23045 1.52325
O 0.59057 5.88292 -0.92860
C -1.49608 1.93227 -1.31398
C -2.59909 1.25274 -2.26471
C -1.88350 0.56037 -3.61652
C -3.79719 0.37432 -1.62450
C -1.81458 0.77806 1.29117
O -3.05718 1.08522 1.71337
N -1.19071 -0.27086 2.22857
C 0.13143 -0.67762 1.53932
C 0.45897 -2.25932 1.78023
C 2.05923 -2.61930 1.97264
C 2.33731 -4.22827 1.63568
C 3.38736 -4.38084 0.35564
C 2.58226 -4.90632 -0.97700
O 1.08702 -0.08963 2.52686
C 0.38215 0.00668 3.84868
N 0.10779 -0.32001 5.09532
H 2.61852 2.08622 -4.03574
H 2.21975 0.98479 0.48752
H 2.39764 -0.67708 -0.35910
H 0.79370 -2.00002 -0.96386
H 0.06910 -0.86876 -2.25822
H -1.13227 -3.22684 -1.38669
H -2.19067 -1.84033 -2.05021
H -3.30533 -2.18986 -0.25362
H -2.19412 -3.13136 0.54426
H 0.73139 2.21854 1.45239
H 0.54467 2.96601 -0.26068
H -0.36078 4.06994 2.35398
H -2.02316 3.47849 1.70892
H 1.00094 7.39175 1.66693
H 2.29456 6.15207 1.08402
H 1.15808 5.63270 2.53250
H -1.91965 3.02243 -1.06013
H -0.56028 2.18082 -2.01808
H -3.18731 2.16449 -2.78073
H -2.19363 1.13947 -4.61500
H -0.69529 0.67412 -3.58418
H -2.23396 -0.54601 -3.79139
H -4.83481 0.96470 -1.63945
H -3.97880 -0.55962 -2.34305
H -3.67117 -0.04417 -0.55587
H -1.83594 -1.08709 2.45291
H 0.03747 -3.00906 0.99856
H -0.04945 -2.55098 2.82103
H 2.78969 -1.91813 1.38818
H 2.27644 -2.51920 3.14229
H 2.87530 -4.77357 2.55079
H 1.35815 -4.81046 1.37319
H 3.85781 -3.32701 0.07495
H 4.28698 -5.08940 0.65181
H 2.11186 -5.96004 -0.75174
H 1.76457 -4.09064 -1.23105
H 3.34713 -5.04447 -1.85212
```

---

[2]
# C5H10O

One molecule with the formula C5H10O (wB97M-V/def2-TZVPD, the Open Molecules 2025 dataset).

Computed properties:
**HOMO level**: -8.19 eV
**E_tot**: -271.59894 a.u.
**Orbital gap**: 8.936 eV

Structure (XYZ):
```
16
C5H10O wB97M-V/def2-TZVPD
C 1.10460 1.49405 -0.03824
C -0.33541 1.05235 -0.28060
C -0.81011 -0.09512 0.61422
C -1.45249 -1.76749 0.11172
C -0.07459 -1.60566 0.02436
O 0.59036 -1.58744 -1.18573
H 1.80723 0.69184 -0.28619
H 1.26911 1.77632 1.00901
H 1.35782 2.36187 -0.65732
H -1.00143 1.91061 -0.11526
H -0.46806 0.75555 -1.32653
H -0.43670 -0.03888 1.63946
H -1.89715 -0.02776 0.70760
H -1.85636 -1.55473 -0.89750
H 0.58183 -1.87961 0.85615
H 1.54123 -1.49664 -1.03914
```

---

[3]
# C8H17N4S

An isolated ion of composition C8H17N4S and charge +1 at a distorted geometry (wB97M-V/def2-TZVPD, the Open Molecules 2025 dataset).

Computed properties:
**HOMO level**: -12.84 eV
**E_tot**: -931.92277 a.u.
**SMILES**: CCCCN[C@@]1(SC)N=CNC=[NH+]1
**Orbital gap**: 8.965 eV
**Charge**: +1

Structure (XYZ):
```
30
C8H17N4S wB97M-V/def2-TZVPD
C 4.16088 -0.09431 0.53251
C 2.57839 0.01110 0.42693
C 2.05467 0.34590 -0.97971
C 0.55409 -0.10349 -1.25019
N -0.38915 0.78606 -0.57032
C -1.69270 0.27311 -0.19820
S -3.00271 1.44048 0.33337
C -2.15066 2.79904 1.23259
N -2.35355 -0.41533 -1.49686
C -2.63354 -1.59049 -1.43392
N -2.31627 -2.41492 -0.27204
C -1.95041 -1.86853 0.90786
N -1.61968 -0.65298 0.94935
H 4.68491 0.77608 0.11976
H 4.41560 -0.45001 1.50207
H 4.43705 -0.97064 -0.04671
H 2.28464 -1.03057 0.70830
H 2.20377 0.69233 1.21680
H 2.38608 1.37883 -1.16292
H 2.78373 -0.29690 -1.61453
H 0.39311 -1.11393 -0.85054
H 0.53388 -0.17612 -2.30797
H -0.51122 1.79351 -0.71385
H -1.85388 3.33504 0.37299
H -1.38690 2.53185 1.98786
H -2.94626 3.30461 1.73418
H -2.87812 -2.24755 -2.24874
H -2.06762 -3.37629 -0.46476
H -2.02786 -2.53959 1.73677
H -1.69027 -0.12630 1.84994
```

---

[4]
# C41H30I2MnN3OP2S2

C41H30I2MnN3OP2S2 as an isolated structure at a distorted geometry (wB97M-V/def2-TZVPD, the Open Molecules 2025 dataset).

Computed properties:
**HOMO level (spin up / spin down)**: -7.32 / -7.53 eV
**E_tot**: -5045.52331 a.u.
**Spin multiplicity**: 5
**Orbital gap (spin up / spin down)**: 6.872 / 7.170 eV
**<S²>**: 6.20

Structure (XYZ):
```
82
C41H30I2MnN3OP2S2 wB97M-V/def2-TZVPD
Mn 0.01071 0.27799 -1.38691
S 2.45529 0.18149 -1.05114
P 1.60481 -0.03066 0.76331
C -0.07061 0.41512 0.63050
P -0.43025 2.14021 0.71502
S 0.12800 3.12852 -0.91127
C 0.17784 2.97881 2.21330
C 1.10496 4.00872 2.12185
C 1.49370 4.68949 3.26659
C 0.95632 4.34469 4.49733
C 0.03153 3.31406 4.59014
C -0.35777 2.62975 3.45137
C -2.23225 2.21189 0.98878
C -2.91399 1.11513 1.50410
C -4.26917 1.21135 1.78727
C -4.94598 2.39797 1.54564
C -4.26908 3.49007 1.02235
C -2.91336 3.40062 0.74695
C 2.62004 0.65333 2.09547
C 2.30398 0.26038 3.39526
C 3.07410 0.71316 4.45147
C 4.15379 1.55252 4.20931
C 4.45999 1.94625 2.91632
C 3.69045 1.50135 1.85159
C 1.63720 -1.80747 1.16569
C 0.48985 -2.46056 1.59352
C 0.53740 -3.81687 1.88612
C 1.73096 -4.51176 1.76345
C 2.88453 -3.85322 1.35919
C 2.83859 -2.50308 1.05740
H 1.49716 4.27831 1.14932
H 2.21249 5.49672 3.19767
H 1.25252 4.88412 5.38872
H -0.39143 3.05001 5.55179
H -1.09463 1.83672 3.50946
H -2.36954 0.19635 1.67984
H -4.79915 0.35648 2.19027
H -6.00641 2.46591 1.75686
H -4.80010 4.41410 0.83041
H -2.37191 4.24443 0.33567
H 1.46547 -0.40612 3.56006
H 2.83786 0.40847 5.46330
H 4.75948 1.89953 5.03711
H 5.30158 2.60396 2.73810
H 3.91784 1.79152 0.83264
H -0.43024 -1.89517 1.68369
H -0.35827 -4.33127 2.21355
H 1.76372 -5.57156 1.98434
H 3.81689 -4.39712 1.27171
H 3.72797 -1.97667 0.73029
I -5.00101 0.52158 -1.96113
C -3.48286 0.61802 -3.39997
C -3.76979 0.63872 -4.76675
C -2.75879 0.69244 -5.69171
I -3.28087 0.72424 -7.73131
C -1.40476 0.70190 -5.29350
C -0.28503 0.73237 -6.15267
C 0.97625 0.70294 -5.62236
C 1.14945 0.62726 -4.23608
N 0.13377 0.60294 -3.40037
C -1.13256 0.66149 -3.90575
C -2.17757 0.65433 -2.92017
O -1.86469 0.64203 -1.66009
H -4.80063 0.61431 -5.09173
H -0.43237 0.77845 -7.22306
H 1.84839 0.73222 -6.26007
H 2.13791 0.58936 -3.79558
N -1.97145 -3.59978 -1.12167
C -1.80610 -2.25684 -1.15258
N -0.60780 -1.90848 -1.53824
C 0.07438 -3.09591 -1.77890
C 1.37853 -3.31545 -2.21216
C 1.77935 -4.62581 -2.38230
C 0.91270 -5.69823 -2.13512
C -0.38516 -5.49652 -1.70895
C -0.78653 -4.17785 -1.53662
H -2.81777 -4.07613 -0.86953
H -2.58587 -1.55823 -0.88250
H 2.04394 -2.48321 -2.39879
H 2.78983 -4.83489 -2.70968
H 1.27177 -6.70953 -2.27670
H -1.05754 -6.32571 -1.52874
```

---

[5]
# C3H7N5

One molecule with the formula C3H7N5 at a distorted geometry (wB97M-V/def2-TZVPD, the Open Molecules 2025 dataset).

Computed properties:
**HOMO level**: -9.27 eV
**E_tot**: -392.25603 a.u.
**SMILES**: [H]/N=c1\[nH][nH]/c(=N\[H])n1C
**Orbital gap**: 10.058 eV

Structure (XYZ):
```
15
C3H7N5 wB97M-V/def2-TZVPD
H -2.93122 -0.44306 0.35107
N -2.28768 0.33812 0.09071
C -1.15762 -0.18278 -0.24205
N -0.90732 -1.60104 -0.16778
N 0.53459 -1.75115 0.06775
C 1.10234 -0.37265 -0.07044
N 2.28439 -0.01955 0.05791
H 2.88607 -0.82320 0.29878
N 0.03714 0.45421 -0.20231
C 0.22099 1.88390 -0.03782
H -1.36552 -1.94263 0.65803
H 0.92671 -2.15300 -0.80951
H -0.25367 2.06877 0.90014
H -0.38836 2.42422 -0.80253
H 1.29916 2.11983 -0.09193
```

---

[6]
# C9H14O

A 2-piece molecular cluster, C9H14O overall at a distorted geometry (wB97M-V/def2-TZVPD, the Open Molecules 2025 dataset).

Computed properties:
**HOMO level**: -8.50 eV
**E_tot**: -426.54058 a.u.
**SMILES**: Cc1ccc(O)cc1.CC
**Orbital gap**: 9.333 eV

Structure (XYZ):
```
24
C9H14O wB97M-V/def2-TZVPD
C 2.67681 -1.12081 -0.00127
C 1.41861 -0.43787 -0.42273
C 0.67382 -0.82260 -1.48739
C -0.17978 0.12796 -2.08996
C -0.26605 1.38427 -1.52222
O -1.22880 2.32487 -1.85643
C 0.39431 1.75188 -0.33020
C 1.30284 0.82558 0.17345
H 3.00195 -0.90209 1.06624
H 2.66491 -2.22905 0.07002
H 3.52051 -0.93466 -0.63493
H 0.85963 -1.76299 -1.99655
H -0.78831 -0.16239 -2.93034
H -1.94905 1.93711 -2.36806
H 0.23605 2.67796 0.21402
H 1.86552 1.08388 1.06461
C -1.80702 0.11341 2.14722
C -1.67208 -1.07711 1.16532
H -1.94042 1.04134 1.56656
H -2.79703 0.13027 2.63797
H -1.02098 0.10936 2.88537
H -2.63318 -1.21117 0.62525
H -1.37825 -2.04212 1.60539
H -0.95401 -0.80503 0.41864
```

---

[7]
# C11H24BFINO3Si

One molecule with the formula C11H24BFINO3Si at a distorted geometry (wB97M-V/def2-TZVPD, the Open Molecules 2025 dataset).

Computed properties:
**HOMO level**: -9.00 eV
**E_tot**: -1425.71001 a.u.
**SMILES**: CC[C@H](I)[Si@](CCCF)(CCOC=O)B(O)N(C)C
**Orbital gap**: 8.823 eV

Structure (XYZ):
```
43
C11H24BFINO3Si wB97M-V/def2-TZVPD
C 3.63403 1.32241 1.57037
C 2.00789 1.54216 1.50008
C 1.15222 0.17332 1.92027
I 2.34168 -1.28817 3.05221
Si 0.39324 -0.66886 0.31932
C -0.49859 -2.34460 0.82218
C -1.96941 -2.11377 1.50771
C -3.24516 -2.25912 0.48941
F -3.03135 -3.16004 -0.66606
C 1.71148 -1.14996 -0.99602
C 1.86743 -0.10554 -2.24935
O 2.42937 -0.90965 -3.38559
C 1.30648 -1.66964 -4.02851
O 0.34458 -1.10728 -4.76655
B -1.00480 0.50606 -0.30368
O -1.94390 0.18244 -1.43299
N -1.24170 1.84778 0.38475
C -2.60514 1.91357 1.04319
C -1.00953 2.97521 -0.59673
H 4.15768 2.26485 1.06881
H 4.00166 1.30023 2.70053
H 4.02114 0.34234 1.05189
H 1.64023 1.96617 0.44706
H 1.75058 2.37828 2.31127
H 0.26379 0.55993 2.61790
H 0.19953 -2.93194 1.55609
H -0.52419 -2.97628 -0.18356
H -2.09427 -2.92681 2.36184
H -1.97244 -1.06639 2.07429
H -3.54956 -1.19230 0.11736
H -4.18692 -2.68654 1.07929
H 1.53005 -2.27459 -1.31340
H 2.76412 -1.15268 -0.43399
H 2.69569 0.72941 -2.04505
H 0.86609 0.34509 -2.65387
H 1.24879 -2.85078 -3.87458
H -1.71769 0.75892 -2.22662
H -3.01089 0.81498 1.27444
H -2.47456 2.54611 2.04626
H -3.43592 2.44027 0.40908
H -0.41876 3.82818 -0.04888
H -2.02071 3.43387 -0.98135
H -0.37226 2.66337 -1.53882
```